[1]
{"formula": "C4H9InNO2P", "method": "wB97M-V/def2-TZVPD", "total_charge": 2, "gap_ev": 3.48, "energy_ev": -24315.69350, "homo_energy_ha": -0.6127, "elements": ["C", "P", "C", "N", "C", "C", "O", "O", "H", "H", "H", "H", "H", "H", "H", "H", "H", "In"], "coordinates": [[1.8076, -0.0742, 0.6579], [0.6092, -0.4915, -0.7453], [-0.3679, -2.0658, -0.4316], [-0.4117, 0.8568, -1.2127], [-1.0677, 1.5379, -0.0436], [-2.3025, 0.7025, 0.5631], [-2.9324, -0.1723, -0.0764], [-2.6829, 1.0397, 1.8682], [2.0158, -0.9793, 1.3478], [2.8332, 0.2020, 0.1550], [1.5028, 0.8058, 1.3166], [-1.3989, -2.0399, -0.9535], [-0.4285, -2.3776, 0.6681], [0.2103, -2.9169, -0.9643], [0.2268, 1.5615, -1.6224], [-0.3474, 1.8872, 0.7737], [-1.5479, 2.5052, -0.4631], [4.2823, 0.0191, -0.8375]], "lowdin_charge": [-0.301, 1.038, -0.204, -0.197, -0.130, -0.407, 0.207, 0.198, 0.107, -0.311, 0.087, 0.093, 0.095, 0.090, 0.102, 0.124, 0.178, 1.230]}

***

[2]
{"formula": "C26H34IrN3", "method": "wB97M-V/def2-TZVPD", "total_charge": 3, "gap_ev": [5.03, 4.65], "s2": 1.005, "multiplicity": 2, "energy_ev": -34792.30027, "homo_energy_ha": [-0.6409, -0.6390], "elements": ["Ir", "C", "C", "C", "C", "C", "C", "C", "C", "C", "C", "H", "H", "H", "H", "H", "H", "H", "H", "H", "H", "H", "H", "H", "H", "C", "N", "C", "C", "C", "C", "C", "C", "C", "N", "C", "C", "C", "C", "C", "C", "N", "C", "C", "H", "H", "H", "H", "H", "H", "H", "H", "H", "H", "H", "H", "H", "H", "H", "H", "H", "H", "H", "H"], "coordinates": [[-0.0157, 0.1584, -0.1074], [-1.1769, 5.2786, 1.8947], [-0.1799, 4.3445, 1.1959], [1.2459, 4.6490, 1.6456], [-0.6395, 2.9383, 1.4396], [-1.2161, 2.1731, 0.4112], [-1.8942, 0.9506, 0.7029], [-1.9890, 0.5048, 2.0558], [-2.8455, -0.6396, 2.4308], [-1.3312, 1.2510, 3.0448], [-0.6661, 2.4199, 2.7496], [-0.8684, 6.3138, 1.7594], [-1.2077, 5.0894, 2.9687], [-2.1869, 5.1529, 1.5086], [-0.2285, 4.5382, 0.1163], [1.3676, 4.4985, 2.7156], [1.4636, 5.6964, 1.4505], [1.9772, 4.0403, 1.1186], [-1.4122, 2.6617, -0.5363], [-2.6386, 0.5823, -0.0055], [-3.2462, -1.1639, 1.5655], [-3.6915, -0.2683, 3.0219], [-2.3315, -1.3373, 3.0939], [-1.4150, 0.9388, 4.0744], [-0.2104, 2.9811, 3.5505], [1.3656, -0.7625, 2.6698], [1.4717, -1.0805, 1.2489], [2.6982, -0.5052, 0.6682], [1.3961, -2.4871, 0.9436], [2.0109, -3.4532, 1.7158], [2.0695, -4.7748, 1.2734], [1.5504, -5.1227, 0.0301], [0.9246, -4.1821, -0.7543], [0.7678, -2.8533, -0.2886], [0.1344, -1.8758, -0.9664], [-0.5528, -2.0204, -2.1325], [-1.3078, -3.1503, -2.5053], [-1.8642, -3.2316, -3.7649], [-1.6786, -2.2033, -4.6857], [-1.0420, -1.0305, -4.2991], [-0.5195, -0.9031, -3.0244], [0.0958, 0.3039, -2.5562], [-0.5991, 1.5025, -3.0111], [1.5315, 0.3802, -2.8451], [2.2298, -1.1287, 3.2346], [0.4694, -1.2092, 3.0974], [1.3349, 0.3205, 2.7952], [3.5755, -0.7745, 1.2676], [2.6289, 0.5884, 0.6417], [2.8628, -0.9032, -0.3317], [2.4877, -3.2028, 2.6510], [2.5808, -5.5142, 1.8736], [1.6493, -6.1370, -0.3253], [0.5742, -4.4559, -1.7379], [-1.4790, -3.9348, -1.7838], [-2.4389, -4.1034, -4.0350], [-2.0522, -2.3008, -5.6934], [-0.9293, -0.2319, -5.0161], [-0.4947, 1.6409, -4.0926], [-0.1609, 2.3803, -2.5384], [-1.6628, 1.4381, -2.7841], [1.6959, 0.7217, -3.8731], [1.9978, -0.5973, -2.7466], [2.0167, 1.1008, -2.1846]], "mulliken_spin": [0.807, 0.015, 0.006, 0.012, 0.054, 0.037, -0.057, 0.167, 0.003, 0.017, 0.054, 0.003, 0.000, -0.003, 0.001, -0.001, 0.002, -0.002, 0.002, -0.012, 0.001, 0.012, 0.003, -0.003, -0.005, -0.004, 0.064, -0.003, -0.082, 0.002, -0.073, -0.002, -0.037, -0.025, -0.086, 0.069, -0.039, 0.027, 0.020, -0.021, 0.030, 0.033, 0.009, -0.002, 0.003, 0.001, 0.001, 0.002, -0.002, 0.002, -0.003, 0.002, -0.002, 0.004, -0.001, 0.000, 0.000, -0.002, 0.000, 0.000, -0.001, 0.001, 0.003, -0.003]}

***

[3]
{"formula": "C14H16FN4O8S2", "method": "wB97M-V/def2-TZVPD", "total_charge": -1, "gap_ev": 7.88, "energy_ev": -61502.29904, "homo_energy_ha": -0.2268, "elements": ["C", "C", "F", "S", "O", "O", "N", "S", "N", "O", "O", "H", "H", "H", "H", "H", "H", "C", "C", "C", "C", "C", "C", "N", "O", "O", "H", "H", "H", "H", "H", "C", "C", "C", "C", "C", "C", "N", "O", "O", "H", "H", "H", "H", "H"], "coordinates": [[-1.1759, -5.0055, -0.4699], [-1.9330, -3.8985, 0.2079], [-3.1678, -3.7032, -0.3733], [-1.0153, -2.3104, 0.2923], [-0.5313, -2.3045, 1.6582], [-1.9463, -1.2596, -0.0492], [0.2623, -2.3727, -0.6630], [0.0646, -1.9138, -2.1953], [-1.4029, -2.4803, -2.7031], [1.0629, -2.6090, -2.9741], [0.0258, -0.4838, -2.3307], [-1.1105, -4.8525, -1.5394], [-0.1730, -5.0772, -0.0609], [-1.6916, -5.9488, -0.2928], [-2.1083, -4.1583, 1.2495], [-1.2741, -3.2433, -3.3456], [-1.9915, -1.7457, -3.0596], [-0.0896, -0.0035, 3.5349], [0.7690, -0.9613, 4.0601], [1.2254, -0.8415, 5.3625], [0.8106, 0.2391, 6.1221], [-0.0382, 1.2056, 5.6168], [-0.4859, 1.0779, 4.3122], [1.2791, 0.3601, 7.5080], [2.0411, -0.4865, 7.9293], [0.8815, 1.3021, 8.1652], [-0.4470, -0.1102, 2.5208], [1.0698, -1.7985, 3.4483], [1.8929, -1.5791, 5.7810], [-0.3445, 2.0404, 6.2284], [-1.1522, 1.8229, 3.8995], [1.7360, 4.5590, -2.7834], [1.5740, 3.1836, -2.7081], [0.8626, 2.5083, -3.6871], [0.3259, 3.2367, -4.7319], [0.4718, 4.6093, -4.8245], [1.1829, 5.2718, -3.8397], [-0.4207, 2.5387, -5.7929], [-0.5569, 1.3432, -5.6975], [-0.8544, 3.2136, -6.7094], [2.2946, 5.0789, -2.0160], [1.9989, 2.6266, -1.8851], [0.7347, 1.4344, -3.6172], [0.0380, 5.1510, -5.6507], [1.3064, 6.3447, -3.8967]], "lowdin_charge": [-0.069, -0.432, -0.038, 0.528, -0.359, -0.334, -0.332, 0.431, -0.072, -0.354, -0.339, 0.061, 0.085, 0.077, 0.117, 0.059, 0.071, -0.049, -0.051, -0.004, -0.164, -0.019, -0.061, -0.362, 0.062, 0.058, 0.095, 0.100, 0.114, 0.112, 0.105, -0.080, -0.052, 0.015, -0.142, -0.018, -0.082, -0.357, 0.097, 0.054, 0.102, 0.114, 0.101, 0.113, 0.100]}

***

[4]
{"formula": "C5H5F", "method": "wB97M-V/def2-TZVPD", "gap_ev": 10.68, "e_above_lowest_kcal_mol": 113.0, "energy_ev": -7977.34253, "homo_energy_ha": -0.3572, "elements": ["C", "C", "C", "C", "C", "F", "H", "H", "H", "H", "H"], "coordinates": [[-1.1004, 1.5709, -0.5916], [-1.8344, 1.4857, 0.4515], [0.2728, -0.6080, -0.3597], [-0.4875, 0.4384, 0.4681], [-0.8852, -1.0254, 0.4825], [-1.9468, -1.1814, -0.3645], [-0.9238, 1.5825, -1.6423], [0.0658, -0.8254, -1.3430], [1.2090, -0.5850, 0.0517], [0.0204, 0.8372, 1.3176], [-0.8827, -1.7890, 1.2503]], "lowdin_charge": [-0.037, 0.059, -0.008, -0.307, -0.253, 0.003, 0.090, 0.095, 0.087, 0.118, 0.153]}

***

[5]
{"formula": "C22H16N2O3", "method": "wB97M-V/def2-TZVPD", "smiles": "O=C1C=C/C(=C/c2c(-c3ccccc3)[nH]n(-c3ccccc3)c2=O)CC1=O", "gap_ev": 7.18, "energy_ev": -32191.81337, "homo_energy_ha": -0.3087, "elements": ["O", "C", "C", "C", "C", "C", "C", "C", "C", "C", "C", "C", "C", "C", "N", "N", "C", "C", "C", "C", "C", "C", "C", "O", "C", "C", "O", "H", "H", "H", "H", "H", "H", "H", "H", "H", "H", "H", "H", "H", "H", "H", "H"], "coordinates": [[0.8704, 4.4422, -4.7363], [0.2717, 3.6688, -3.9992], [-1.2170, 3.5908, -4.0219], [-2.0296, 2.8338, -3.0917], [-1.3653, 1.8843, -2.1532], [-2.0392, 1.3942, -1.0688], [-1.7120, 0.2647, -0.2181], [-0.6141, -0.0896, 0.5253], [0.6287, 0.6103, 0.7306], [1.8151, -0.1342, 0.8695], [3.0768, 0.3309, 1.0331], [3.1774, 1.6963, 0.9963], [2.0557, 2.4742, 0.7166], [0.7567, 1.9685, 0.5262], [-0.8946, -1.3322, 1.1150], [-2.3121, -1.6295, 0.9167], [-2.7737, -3.0023, 1.1661], [-4.0086, -3.5960, 0.5156], [-4.5831, -4.8096, 0.9050], [-3.9709, -5.5554, 1.8867], [-2.8033, -5.1039, 2.5237], [-2.1352, -3.9421, 2.0398], [-2.7729, -0.8010, -0.0575], [-3.8581, -0.9387, -0.7381], [0.0595, 1.4099, -2.5722], [0.9024, 2.6378, -3.0610], [2.1566, 2.5298, -2.8216], [-1.7448, 4.3254, -4.5876], [-3.1764, 2.9910, -3.0623], [-3.0894, 1.7408, -0.9706], [1.8260, -1.1867, 0.9358], [3.9192, -0.3243, 1.2256], [4.1985, 2.0904, 0.9619], [2.2425, 3.4958, 0.4961], [0.0455, 2.6188, 0.1046], [-0.4312, -1.4400, 2.0108], [-4.6593, -2.9843, -0.1614], [-5.5099, -5.1859, 0.5302], [-4.2967, -6.5783, 2.1796], [-2.1954, -5.6814, 3.2812], [-1.1470, -3.5957, 2.4135], [0.5330, 0.9787, -1.7333], [-0.0783, 0.7147, -3.4206]], "lowdin_charge": [0.108, -0.330, 0.019, 0.025, -0.212, -0.001, -0.066, -0.142, -0.169, -0.042, -0.078, -0.070, -0.047, -0.011, 0.117, 0.049, -0.091, 0.011, -0.108, -0.121, -0.091, -0.050, -0.331, -0.005, -0.026, -0.201, 0.064, 0.090, 0.143, 0.132, 0.101, 0.118, 0.116, 0.099, 0.106, 0.146, 0.102, 0.098, 0.112, 0.117, 0.095, 0.076, 0.152]}

***

[6]
{"formula": "C20H60O19", "method": "wB97M-V/def2-TZVPD", "smiles": "OCCO.OCCO.OCCO.OCCO.OCCO.OCCO.OCCO.OCCO.OCCO.CCO", "gap_ev": 9.66, "e_above_lowest_kcal_mol": 142.1, "energy_ev": -60604.87323, "homo_energy_ha": -0.3517, "elements": ["O", "C", "C", "O", "H", "H", "H", "H", "H", "H", "O", "C", "C", "O", "H", "H", "H", "H", "H", "H", "O", "C", "C", "O", "H", "H", "H", "H", "H", "H", "O", "C", "C", "O", "H", "H", "H", "H", "H", "H", "O", "C", "C", "O", "H", "H", "H", "H", "H", "H", "O", "C", "C", "O", "H", "H", "H", "H", "H", "H", "O", "C", "C", "O", "H", "H", "H", "H", "H", "H", "O", "C", "C", "O", "H", "H", "H", "H", "H", "H", "O", "C", "C", "O", "H", "H", "H", "H", "H", "H", "C", "C", "O", "H", "H", "H", "H", "H", "H"], "coordinates": [[-7.8099, -0.7182, 4.2334], [-6.6910, -1.6121, 3.9026], [-6.5132, -2.4391, 5.1615], [-5.3949, -1.7931, 5.9179], [-7.5126, -0.2173, 4.9965], [-7.0489, -2.2607, 3.1031], [-5.8367, -1.0030, 3.6072], [-5.9555, -3.3078, 4.8116], [-7.3830, -2.6574, 5.7811], [-5.4099, -0.8482, 5.7490], [-6.4463, -7.0631, -0.2447], [-5.9698, -7.2009, -1.4986], [-6.0132, -8.6625, -1.8562], [-7.2945, -9.0864, -2.2379], [-7.3667, -7.3347, -0.2185], [-6.6437, -6.4608, -1.9301], [-4.9781, -6.7486, -1.5059], [-5.4636, -9.2741, -1.1408], [-5.4375, -8.7346, -2.7790], [-7.7717, -8.4066, -2.7192], [2.4528, -3.5623, 4.7928], [2.4679, -4.8531, 4.2091], [2.8640, -5.8041, 5.3317], [4.2053, -5.6365, 5.6611], [3.2028, -3.5295, 5.3913], [1.5668, -5.1623, 3.6794], [3.2524, -4.8588, 3.4524], [2.4913, -6.7192, 4.8715], [2.2162, -5.6445, 6.1937], [4.3945, -6.0367, 6.5130], [4.9609, 0.5643, 2.0622], [5.6206, 1.7195, 2.4324], [6.4523, 1.4778, 3.7672], [5.6645, 1.2063, 4.9287], [4.6520, 0.1310, 2.8613], [6.2788, 2.0690, 1.6370], [4.8772, 2.5016, 2.5869], [6.9441, 2.4328, 3.9520], [7.2744, 0.7682, 3.6747], [6.0796, 1.4153, 5.7687], [4.3329, 6.0110, -2.3698], [5.3649, 6.9574, -2.3322], [6.0888, 6.9825, -3.6265], [5.2618, 7.7154, -4.5701], [3.6958, 6.5142, -2.8822], [4.9336, 7.9318, -2.1027], [5.9918, 6.5311, -1.5490], [6.3109, 5.9735, -3.9740], [6.9163, 7.6551, -3.4010], [5.5834, 8.6048, -4.7349], [7.1516, 0.5349, -3.5577], [5.8191, 0.3532, -3.7511], [5.6358, -1.1618, -3.7267], [5.6748, -1.7438, -2.4014], [7.3901, 0.0435, -2.7683], [5.1749, 0.8530, -3.0276], [5.5899, 0.6703, -4.7685], [6.2500, -1.6300, -4.4959], [4.5583, -1.2492, -3.8662], [5.1040, -1.2748, -1.7883], [-6.7218, 7.1241, 0.1903], [-6.7306, 5.7566, 0.4467], [-7.2323, 4.8488, -0.6437], [-6.3163, 4.1214, -1.4337], [-6.7959, 7.2260, -0.7614], [-5.7475, 5.4685, 0.8190], [-7.4411, 5.6515, 1.2666], [-7.9488, 5.3947, -1.2575], [-7.6895, 4.0150, -0.1111], [-6.7493, 3.4068, -1.9063], [-1.4751, -1.7174, -1.1895], [-1.3346, -1.2430, 0.1999], [-1.0176, 0.2911, 0.1089], [0.0662, 0.4880, -0.8513], [-0.7109, -1.2106, -1.4737], [-2.2822, -1.5226, 0.6602], [-0.4103, -1.6641, 0.5955], [-0.6176, 0.7123, 1.0312], [-1.8898, 0.8771, -0.1810], [0.7546, 1.0612, -0.5061], [1.8955, -3.6782, -8.9394], [1.9739, -4.1233, -7.5645], [0.7159, -3.5009, -6.9746], [0.8118, -2.0969, -6.9474], [1.0568, -3.2469, -9.1183], [1.7863, -5.1955, -7.6214], [2.9496, -3.9580, -7.1075], [0.6153, -3.9360, -5.9802], [-0.1395, -3.9475, -7.4816], [0.1623, -1.7184, -6.3503], [0.4287, 5.8025, 3.4368], [-1.0093, 6.0225, 2.9828], [-1.8669, 6.1389, 4.1214], [1.0255, 5.4494, 2.5958], [0.3786, 5.0075, 4.1808], [0.9205, 6.6233, 3.9590], [-1.3632, 5.1670, 2.4076], [-1.0746, 6.8659, 2.2954], [-2.7827, 6.3179, 3.8961]], "lowdin_charge": [-0.098, -0.205, -0.181, -0.108, 0.066, 0.117, 0.120, 0.111, 0.123, 0.055, -0.065, -0.302, -0.250, -0.058, 0.094, 0.125, 0.127, 0.133, 0.108, 0.088, -0.073, -0.240, -0.290, -0.035, 0.074, 0.121, 0.116, 0.109, 0.124, 0.096, -0.063, -0.246, -0.221, -0.079, 0.084, 0.116, 0.111, 0.103, 0.112, 0.083, -0.060, -0.294, -0.218, -0.082, 0.079, 0.125, 0.124, 0.130, 0.117, 0.079, -0.050, -0.297, -0.220, -0.084, 0.088, 0.119, 0.125, 0.131, 0.107, 0.081, -0.056, -0.268, -0.252, -0.070, 0.083, 0.122, 0.116, 0.124, 0.117, 0.085, -0.094, -0.185, -0.198, -0.096, 0.037, 0.116, 0.110, 0.112, 0.111, 0.086, -0.092, -0.201, -0.287, -0.042, 0.068, 0.109, 0.121, 0.114, 0.118, 0.091, -0.088, -0.323, -0.086, 0.072, 0.071, 0.073, 0.101, 0.103, 0.077]}